Entry 1:
A structure of composition C35H58CdN4O2S at a distorted geometry. Source: OMol25; level of theory: ωB97M-V with the def2-TZVPD basis set.

Results
calculated total energy = -62694.552 eV
orbital gap = 7.4 eV
charge = 0

Element x y z (Å)
1 H -2.551 -1.422 0.725
2 H -3.218 -4.230 -0.900
3 C -2.444 2.013 4.152
4 H 0.051 6.612 2.639
5 C 1.528 3.156 1.270
6 C 2.576 5.722 0.472
7 H 2.196 0.831 -1.049
8 H 1.426 7.549 2.049
9 H -4.237 3.807 3.289
10 C -2.188 -2.950 -2.325
11 C 2.814 -1.260 0.524
12 H 2.859 -4.059 -4.089
13 C -3.061 -2.124 2.579
14 C -0.582 4.054 1.848
15 H 3.276 -0.425 -4.991
16 C 1.634 -3.980 1.741
17 C 1.242 -1.916 -3.717
18 C 0.215 6.249 -0.083
19 H 1.083 -0.752 -6.181
20 H 2.542 -1.944 -0.286
21 C 2.090 0.767 1.616
22 H -4.239 -2.273 -2.090
23 C -2.485 2.672 2.769
24 C -1.062 2.825 2.247
25 C -2.208 -3.875 -1.100
26 C 1.140 5.673 0.999
27 C 0.704 4.261 1.357
28 C -3.244 -1.844 -2.191
29 S -1.595 -2.865 2.919
30 C 0.878 -0.775 -1.615
31 Cd -0.074 -1.187 1.542
32 C 1.344 0.266 -0.632
33 H 0.696 -4.395 2.110
34 C 2.358 -3.742 -5.002
35 C 1.648 -1.024 -2.740
36 H 3.001 -3.979 -5.847
37 N 1.726 -0.304 0.672
38 C 1.305 -1.816 -6.215
39 C 3.073 -2.056 1.809
40 C 1.891 -2.782 3.785
41 H 3.077 1.175 1.344
42 H -2.736 4.679 3.577
43 H 0.253 5.628 -0.976
44 H 1.689 6.112 3.048
45 H -3.851 -2.728 4.336
46 H 2.081 -1.805 4.229
47 C -3.259 1.776 1.794
48 H 2.168 0.328 2.618
49 O -1.045 -1.211 -0.300
50 C 3.418 -1.501 -4.950
51 C -0.211 1.688 2.151
52 H -3.353 4.487 1.928
53 H 1.442 -4.317 -5.102
54 H 2.672 -3.481 4.113
55 H -1.881 2.633 4.845
56 H 3.750 -0.748 0.240
57 C -0.352 -1.436 -1.406
58 H 0.930 -3.144 4.150
59 C 1.069 6.543 2.264
60 H -2.676 0.882 1.596
61 H -3.034 -1.219 -1.331
62 H -0.816 6.291 0.258
63 C -3.240 4.000 2.894
64 H -4.970 -1.879 3.314
65 H 0.367 -2.357 -6.302
66 H -3.570 -4.211 -3.380
67 H 0.527 7.258 -0.347
68 H -1.227 4.912 1.924
69 H -1.887 -4.622 -3.691
70 O -0.616 0.494 2.524
71 H 2.675 5.125 -0.433
72 H -3.427 2.296 0.853
73 N -3.298 -1.521 1.422
74 H 4.005 -1.793 -5.819
75 H 3.275 5.356 1.221
76 H 2.448 -4.674 2.002
77 H -4.224 1.499 2.219
78 H -4.149 -0.996 1.296
79 H 3.832 -2.824 1.595
80 H -1.567 -4.736 -1.279
81 H -2.614 -3.193 -4.449
82 H 3.490 -1.388 2.568
83 C -0.810 -2.302 -2.436
84 C 1.098 1.900 1.667
85 H -3.229 -1.212 -3.076
86 C 0.000 -2.519 -3.536
87 H -0.343 -3.187 -4.308
88 C -2.577 -3.795 -3.543
89 H 1.573 -3.902 0.656
90 H 2.842 6.751 0.232
91 H -1.958 1.044 4.081
92 H 2.584 -0.494 -2.834
93 N 1.848 -2.663 2.331
94 H 0.524 0.968 -0.441
95 H 3.994 -1.752 -4.061
96 H -3.452 1.880 4.542
97 C 2.073 -2.234 -4.954
98 H 1.899 -2.017 -7.106
99 H 2.535 3.242 0.888
100 H -1.837 -3.357 -0.219
101 N -4.038 -2.207 3.497

Entry 2:
A structure of composition C38H47BaN2OS at a distorted geometry. Source: OMol25; level of theory: ωB97M-V with the def2-TZVPD basis set.

Results
energy relative to the best compared isomer or geometry (same formula, charge and spin) = 0.0000 eV
calculated total energy = -56722.643 eV
orbital gap = 6.9 eV
charge = +1

Element x y z (Å)
1 H 3.799 3.029 -6.232
2 C -3.195 -2.412 -3.952
3 H 3.229 -2.185 2.620
4 H -1.223 -2.620 4.933
5 C -2.950 2.952 1.623
6 C 3.201 2.279 -5.735
7 C 5.952 -1.014 -0.696
8 C 3.661 -1.019 -1.421
9 H -2.853 2.615 -1.353
10 H 4.870 2.152 -1.196
11 H -1.262 -4.157 4.067
12 S 2.281 1.317 -1.956
13 C 1.643 0.351 -4.459
14 C -2.908 -2.574 2.780
15 H 4.767 -2.785 -0.944
16 C 2.703 0.376 2.440
17 C 4.860 1.070 -1.166
18 C -0.005 1.137 2.697
19 C -2.971 1.773 -3.723
20 H 0.742 1.912 2.691
21 H -3.356 -2.188 3.694
22 C 5.990 0.368 -0.773
23 C -0.881 -3.070 1.502
24 Ba -0.539 0.235 0.116
25 H -2.955 2.854 -3.661
26 H -2.310 3.002 0.744
27 H -1.109 -4.137 1.475
28 H -3.228 1.774 -5.854
29 C -2.872 -0.396 -2.658
30 C 2.342 1.299 -3.734
31 H 1.625 0.143 4.978
32 H 2.541 0.582 1.376
33 H -3.696 2.166 1.485
34 C 3.713 0.365 -1.493
35 N -2.682 1.617 -1.314
36 H -3.469 3.909 1.698
37 H -3.303 1.223 -0.614
38 O 1.100 0.429 -1.601
39 C 0.275 -0.277 2.704
40 H 1.034 -0.382 -3.947
41 H -2.636 -2.991 -0.700
42 H -3.391 -2.911 -4.892
43 C 2.510 1.331 -6.476
44 H 6.830 -1.558 -0.377
45 C -1.977 0.087 2.755
46 C -1.383 -2.405 2.785
47 H 2.195 -1.922 1.228
48 C -2.858 1.026 -2.577
49 H -0.457 3.710 3.861
50 C -3.098 -1.004 -3.916
51 C 3.113 2.272 -4.352
52 H -3.157 -3.634 2.709
53 C 1.726 -0.688 2.974
54 C -2.091 2.692 2.854
55 H 0.205 -3.190 4.087
56 H -3.039 -0.095 2.797
57 H 1.187 -0.354 -6.425
58 H 0.186 -2.955 1.341
59 H -3.733 1.877 4.029
60 C -3.220 -0.203 -5.073
61 C -0.999 -0.925 2.794
62 H -3.141 -4.189 -2.761
63 H -3.540 3.625 4.187
64 C 4.791 -1.706 -1.014
65 H 3.727 0.013 2.533
66 H 3.634 3.018 -3.766
67 H 2.576 1.342 -7.555
68 C -2.775 -2.415 -1.602
69 H 2.990 -0.957 4.724
70 N -2.665 -1.108 -1.509
71 H -3.372 -2.064 1.933
72 H 1.356 -1.592 4.927
73 H -3.387 -0.685 -6.027
74 C -3.136 1.155 -4.973
75 H -2.414 2.527 4.996
76 C -3.057 -3.113 -2.790
77 H 2.641 1.318 2.980
78 C 1.938 -0.781 4.493
79 C -0.878 -3.136 4.038
80 H 2.747 -1.541 -1.671
81 C 2.197 -1.991 2.321
82 H -1.622 4.792 3.094
83 C -1.095 3.843 2.988
84 H -0.445 3.923 2.110
85 C -3.001 2.682 4.091
86 H -1.410 -2.601 0.671
87 H 1.616 -2.862 2.604
88 C 1.730 0.376 -5.842
89 H 6.892 0.904 -0.511
90 C -1.375 1.356 2.764